(1)
Density functional theory data (the ωB97M-V functional and the def2-TZVPD basis) for a molecular structure, C42H36F12N7O4S2Ti.

Its spin multiplicity is 1. As for the total energy: -5150.8967 Ha. Its highest occupied orbital energy is -4.561 eV. The net charge is -1. The LUMO energy comes out at 1.71 eV. The energy above the lowest of the compared OMol25 structures with the same formula, charge and spin comes out at 20.0 kcal per mole.

Cartesian coordinates (Å):
1 Ti 0.22789 0.74923 -0.53136
2 C -1.55672 -5.77187 2.02792
3 C -1.26188 -4.30746 2.32275
4 N -1.15114 -3.54735 1.10649
5 C -1.65672 -2.29393 0.88450
6 S -2.53570 -1.43090 2.05149
7 N -1.44197 -1.90091 -0.36027
8 N -1.56548 -0.58442 -0.67376
9 C -2.51241 -0.27732 -1.48903
10 C -3.59462 -1.24877 -1.81764
11 C -2.47970 1.08918 -2.01832
12 C -3.51733 1.68818 -2.71410
13 C -3.42496 3.03701 -3.01760
14 C -2.30566 3.74802 -2.62924
15 C -1.28883 3.06666 -1.98482
16 N -1.37237 1.77121 -1.70972
17 H -1.61457 -6.34854 2.95347
18 H -0.76938 -6.21135 1.40887
19 H -2.50247 -5.87255 1.49327
20 H -0.34371 -4.23118 2.91831
21 H -2.05939 -3.85578 2.91067
22 H -0.49910 -3.86543 0.40398
23 H -3.79455 -1.85870 -0.93917
24 H -3.27068 -1.91588 -2.62165
25 H -4.50630 -0.74281 -2.12919
26 H -4.39518 1.12274 -2.98769
27 H -4.23417 3.53015 -3.54165
28 H -2.20466 4.80600 -2.82197
29 H -0.37659 3.56440 -1.68084
30 C 2.87885 -5.82118 0.89434
31 C 2.41058 -4.53416 0.26841
32 C 2.10020 -4.43548 -1.07942
33 C 1.65623 -3.25003 -1.63204
34 C 1.45869 -2.08332 -0.86897
35 N 0.97750 -0.91019 -1.43050
36 C 0.55424 -0.90949 -2.77565
37 C -0.35198 -1.85854 -3.26704
38 C -0.78362 -1.82870 -4.57781
39 C -0.34243 -0.84518 -5.45856
40 C -0.82303 -0.79445 -6.88474
41 C 0.51440 0.12598 -4.96501
42 C 0.93849 0.12548 -3.64007
43 C 1.78335 1.24678 -3.04081
44 O 1.34710 1.57067 -1.77359
45 C 1.68090 2.57889 -3.85385
46 F 2.34920 2.55390 -5.02422
47 F 0.40088 2.85876 -4.15317
48 F 2.15283 3.60641 -3.15386
49 C 3.28403 0.81827 -3.03041
50 F 4.07915 1.79751 -2.58467
51 F 3.50286 -0.25787 -2.28002
52 F 3.69198 0.50099 -4.27661
53 C 1.87566 -2.16319 0.48160
54 C 2.31998 -3.36752 1.01193
55 C 1.90356 -0.89904 1.33338
56 O 0.88021 -0.05096 0.99845
57 C 1.70753 -1.18851 2.85359
58 F 2.82081 -1.70974 3.42610
59 F 1.41892 -0.07157 3.52533
60 F 0.71606 -2.04718 3.06276
61 C 3.29048 -0.17403 1.16467
62 F 3.23382 0.72797 0.18940
63 F 4.27632 -1.03608 0.88272
64 F 3.67440 0.48937 2.27657
65 H 2.72212 -6.66189 0.21752
66 H 2.34015 -6.03044 1.82062
67 H 3.94375 -5.78335 1.13702
68 H 2.20967 -5.30274 -1.72273
69 H 1.46043 -3.23007 -2.69195
70 H -0.72593 -2.60200 -2.57498
71 H -1.48360 -2.58203 -4.92497
72 H -1.14328 -1.77922 -7.22583
73 H -0.03719 -0.44068 -7.55314
74 H -1.67246 -0.11475 -6.98778
75 H 0.84564 0.90615 -5.63684
76 H 2.62212 -3.40924 2.04862
77 C 2.08836 3.90462 6.79020
78 C 1.62200 3.85162 5.35927
79 C 2.22773 3.00141 4.43915
80 C 1.78073 2.94022 3.12905
81 C 0.71792 3.73149 2.73223
82 C 0.10491 4.59445 3.62729
83 C 0.56149 4.64942 4.93481
84 S 0.12011 3.58645 1.06762
85 O -0.78063 4.70300 0.89524
86 O 1.27906 3.49473 0.20639
87 N -0.61270 2.18722 0.93489
88 C -1.88241 2.07322 1.55729
89 C -1.94558 1.85443 2.93441
90 C -3.17870 1.74539 3.53919
91 C -4.31700 1.82955 2.74937
92 C -4.14939 2.02396 1.39043
93 N -2.96627 2.16261 0.79668
94 H 2.99977 3.32364 6.92740
95 H 1.32793 3.50029 7.46156
96 H 2.28788 4.93156 7.10128
97 H 3.05389 2.37147 4.74826
98 H 2.24852 2.28299 2.41312
99 H -0.72227 5.20362 3.28989
100 H 0.08409 5.32062 5.64060
101 H -1.02442 1.73250 3.48855
102 H -3.25244 1.56031 4.60356
103 H -5.30844 1.72248 3.16842
104 H -5.01539 2.07482 0.73637

***

(2)
Density functional theory data (the ωB97M-V functional and the def2-TZVPD basis) for a molecular structure, C42H36F12N7O4S2Ti.

Its spin multiplicity is 1. As for the total energy: -5150.9287 Ha. Its highest occupied orbital energy is -4.608 eV. The net charge is -1. The LUMO energy comes out at 2.08 eV. The energy above the lowest of the compared OMol25 structures with the same formula, charge and spin comes out at 0.0 kcal per mole.

Cartesian coordinates (Å):
1 Ti -0.66348 -0.48249 -0.36118
2 C 3.71326 -3.64019 -2.69441
3 C 2.47853 -4.33350 -3.25972
4 N 1.41036 -3.42118 -3.61510
5 C 0.59928 -2.81874 -2.68915
6 S -0.44062 -1.57911 -3.23076
7 N 0.71689 -3.29955 -1.47103
8 N -0.03844 -2.68557 -0.52237
9 C -0.19908 -3.36500 0.56254
10 C 0.37836 -4.72645 0.78469
11 C -1.00120 -2.74908 1.62948
12 C -1.49092 -3.48888 2.70022
13 C -2.21770 -2.85283 3.68598
14 C -2.42597 -1.48569 3.59686
15 C -1.91839 -0.81608 2.50019
16 N -1.24592 -1.43664 1.53376
17 H 4.48363 -4.37031 -2.43491
18 H 3.44909 -3.08183 -1.79607
19 H 4.13435 -2.93978 -3.41914
20 H 2.08381 -5.03279 -2.52373
21 H 2.73336 -4.90699 -4.15452
22 H 1.46125 -2.92707 -4.48898
23 H 1.25620 -4.84392 0.15704
24 H -0.33756 -5.50522 0.50476
25 H 0.65595 -4.84276 1.83074
26 H -1.27785 -4.54445 2.76472
27 H -2.60270 -3.41626 4.52651
28 H -2.97129 -0.94028 4.35409
29 H -2.03913 0.25015 2.37740
30 C 3.33218 4.62400 -2.16994
31 C 2.14435 3.70620 -2.05910
32 C 1.60772 3.07075 -3.17341
33 C 0.54460 2.20008 -3.04696
34 C -0.03879 1.94020 -1.80393
35 N -1.07343 0.99343 -1.67650
36 C -2.24382 1.21071 -2.40459
37 C -2.39919 2.37024 -3.19269
38 C -3.52022 2.61676 -3.95730
39 C -4.59048 1.73399 -3.98117
40 C -5.82050 1.98036 -4.81257
41 C -4.49109 0.62983 -3.15477
42 C -3.37559 0.36086 -2.36702
43 C -3.47149 -0.79159 -1.38263
44 O -2.25192 -1.16865 -0.91448
45 C -4.10386 -2.08115 -2.00843
46 F -5.45976 -2.04656 -2.00272
47 F -3.75029 -3.16547 -1.31414
48 F -3.72418 -2.26327 -3.27010
49 C -4.33468 -0.35604 -0.16292
50 F -5.54359 0.12055 -0.48919
51 F -3.69856 0.61589 0.50595
52 F -4.52506 -1.37248 0.69680
53 C 0.49588 2.57577 -0.67696
54 C 1.57204 3.44572 -0.82308
55 C -0.13274 2.27383 0.68182
56 O -0.52124 0.95910 0.82979
57 C 0.85276 2.52364 1.86466
58 F 1.08259 3.83385 2.10835
59 F 2.03914 1.95870 1.61990
60 F 0.38018 2.00463 2.99706
61 C -1.36948 3.19725 0.87468
62 F -1.05006 4.49641 0.73157
63 F -1.91402 3.05355 2.09674
64 F -2.32240 2.92928 -0.01541
65 H 3.60519 4.78642 -3.21279
66 H 4.19990 4.20222 -1.65812
67 H 3.12664 5.59683 -1.71920
68 H 2.04443 3.24046 -4.15168
69 H 0.15893 1.67344 -3.91123
70 H -1.61821 3.11316 -3.19694
71 H -3.55897 3.52752 -4.54617
72 H -5.65314 2.78782 -5.52623
73 H -6.67437 2.25906 -4.18997
74 H -6.10393 1.08921 -5.37547
75 H -5.33411 -0.04797 -3.10734
76 H 1.98923 3.94030 0.04335
77 C 1.51308 2.64271 6.92299
78 C 1.73856 1.51654 5.95089
79 C 0.78354 0.51546 5.79301
80 C 0.95806 -0.49665 4.86429
81 C 2.10186 -0.51896 4.08123
82 C 3.07438 0.45458 4.23882
83 C 2.88758 1.46618 5.16906
84 S 2.30944 -1.78842 2.85485
85 O 3.73396 -2.04277 2.77938
86 O 1.47952 -2.88605 3.30317
87 N 1.66009 -1.19290 1.54013
88 C 2.32715 -0.74175 0.46478
89 C 3.73141 -0.54633 0.36126
90 C 4.28572 -0.16146 -0.82598
91 C 3.47240 0.03083 -1.94561
92 C 2.12345 -0.12520 -1.78018
93 N 1.53777 -0.45094 -0.61002
94 H 0.82938 3.38277 6.50049
95 H 2.44679 3.15197 7.16181
96 H 1.07243 2.28152 7.85327
97 H -0.11342 0.53418 6.40284
98 H 0.22042 -1.27778 4.74021
99 H 3.97213 0.41352 3.63588
100 H 3.64689 2.23105 5.28794
101 H 4.34093 -0.73928 1.22764
102 H 5.35870 -0.02002 -0.89251
103 H 3.86947 0.30019 -2.91394
104 H 1.44767 0.00065 -2.60919

***

(3)
Density functional theory data (the ωB97M-V functional and the def2-TZVPD basis) for a molecular structure, C42H37BCrN8.

Its spin multiplicity is 5. As for the expectation value of S²: 6.03. As for the total energy: -3130.1966 Ha. Its highest occupied orbital energy (alpha / beta) is -7.000 / -8.134 eV. The LUMO energy (alpha / beta) comes out at -0.41 / -0.59 eV.

Cartesian coordinates (Å):
1 Cr 0.28379 -0.13397 0.04162
2 C -4.96268 1.31203 -0.75994
3 C -3.57006 1.08726 -1.24313
4 C -2.98465 1.47758 -2.42911
5 C -1.65442 1.01996 -2.37179
6 N -1.46776 0.39316 -1.20872
7 N -2.63046 0.44182 -0.52447
8 B -2.74661 -0.38226 0.77542
9 N -2.13608 -1.78043 0.51369
10 N -0.86479 -1.97976 0.07924
11 C -0.71000 -3.29438 -0.06551
12 C -1.88174 -3.95753 0.33257
13 C -2.76643 -2.96114 0.68180
14 C -4.18510 -3.09883 1.12330
15 C 0.44006 -3.96304 -0.68754
16 C 1.05867 -3.44404 -1.82160
17 C 2.06743 -4.14849 -2.45779
18 C 2.46898 -5.38595 -1.97687
19 C 1.86233 -5.91084 -0.84354
20 C 0.85665 -5.20490 -0.20479
21 N -1.94545 0.28273 1.91719
22 N -0.59975 0.14263 1.95827
23 C -0.18369 0.66676 3.11371
24 C -1.29193 1.16318 3.82101
25 C -2.39134 0.88969 3.03440
26 C -3.82281 1.21901 3.29077
27 C 1.21028 0.65862 3.56689
28 C 2.08989 -0.34407 3.16456
29 C 3.40103 -0.35165 3.60961
30 C 3.84687 0.62778 4.48480
31 C 2.96984 1.61440 4.91461
32 C 1.66316 1.63272 4.45714
33 C -0.62287 1.09844 -3.41606
34 C -0.86466 1.80991 -4.59090
35 C 0.08495 1.85776 -5.59831
36 C 1.29481 1.19559 -5.45494
37 C 1.54535 0.47690 -4.29471
38 C 0.59493 0.42730 -3.29078
39 H -5.50387 1.91894 -1.48224
40 H -4.96634 1.82704 0.20163
41 H -5.49297 0.36718 -0.63119
42 H -3.46320 2.02030 -3.22635
43 H -3.88962 -0.47373 1.09238
44 H -2.07015 -5.01713 0.31340
45 H -4.45705 -4.15224 1.11233
46 H -4.85653 -2.55490 0.45908
47 H -4.32766 -2.71595 2.13460
48 H 0.73489 -2.48856 -2.21434
49 H 2.54283 -3.73405 -3.33799
50 H 3.24476 -5.93986 -2.48972
51 H 2.17078 -6.87374 -0.45667
52 H 0.39185 -5.61151 0.68451
53 H -1.29478 1.62325 4.79449
54 H -3.91751 1.66594 4.27793
55 H -4.45420 0.33113 3.24690
56 H -4.19707 1.93257 2.55444
57 H 1.73341 -1.12170 2.50488
58 H 4.07666 -1.12984 3.27702
59 H 4.87215 0.62647 4.83184
60 H 3.30606 2.37516 5.60769
61 H 0.99741 2.42538 4.77471
62 H -1.80275 2.33522 -4.71731
63 H -0.12351 2.41261 -6.50434
64 H 2.03923 1.24359 -6.23918
65 H 2.48130 -0.05421 -4.17060
66 H 0.79792 -0.13921 -2.39084
67 C -0.75138 5.46821 -0.23197
68 C 0.52062 5.33017 -0.77276
69 C 1.13522 4.09433 -0.81701
70 C 0.49411 2.95711 -0.30503
71 C -0.78573 3.10714 0.22660
72 C -1.39839 4.34794 0.26359
73 N 1.12055 1.68665 -0.27586
74 N 2.38511 1.75215 -0.43061
75 C 3.03080 0.55102 -0.32969
76 C 4.42621 0.55637 -0.48969
77 C 5.12150 -0.62539 -0.38227
78 C 4.42790 -1.79990 -0.08735
79 C 3.05108 -1.78420 0.09875
80 C 2.29202 -0.61946 -0.03053
81 H -1.22815 6.43935 -0.19654
82 H 1.04298 6.19708 -1.15703
83 H 2.12076 3.98161 -1.24210
84 H -1.30027 2.25890 0.64674
85 H -2.38580 4.44250 0.69883
86 H 4.92343 1.49931 -0.68447
87 H 6.19581 -0.64406 -0.51391
88 H 4.97049 -2.73474 -0.00094
89 H 2.56331 -2.71423 0.36607

***

Q: What is the spin multiplicity in the third record?
A: 5

***

Q: What is the formula in the third record?
A: C42H37BCrN8

***

Q: Look up the spin multiplicity of the first one.
A: 1